No. 1
Here is a molecular structure, C6H8O2 at a distorted geometry from the Open Molecules 2025 dataset. Energies are from ωB97M-V/def2-TZVPD.

Its spin multiplicity is 1. The relative energy (zero: lowest compared OMol25 entry of this formula, charge and spin) comes out at 181.3 kcal/mol. The total energy is -383.6211 Ha. As for the HOMO energy: -9.09 eV. The net charge is 0. The value obtained for the max |F| is 12.1 eV/Å. Its frontier orbital gap is 10.049 eV.

XYZ file:
```
16
Properties=species:S:1:pos:R:3:nbo_charge:R:1
O 0.79 -0.94 0.54 -0.486
O -1.35 -0.66 0.65 -0.494
C 0.87 0.49 0.85 0.037
C -1.08 0.93 -0.74 -0.430
C -0.90 -0.54 -0.75 0.037
C 0.70 -0.79 -0.69 0.138
C 1.59 0.57 -0.41 -0.456
C -0.70 0.70 0.69 0.076
H 1.30 1.69 -0.81 0.161
H -1.21 1.35 1.50 0.202
H -1.53 -1.11 -1.46 0.192
H 2.70 0.48 -0.82 0.260
H 1.07 -1.32 -1.37 0.162
H 1.41 0.69 1.79 0.210
H -0.25 1.52 -1.26 0.196
H -1.93 1.34 -0.78 0.196
```

No. 2
Here is a molecular structure, C34H24BrCl2IN3O5Rh from the Open Molecules 2025 dataset. Energies are from ωB97M-V/def2-TZVPD.

Its spin multiplicity is 1. The relative energy (zero: lowest compared OMol25 entry of this formula, charge and spin) comes out at 0.0 kcal/mol. The total energy is -5753.2098 Ha. As for the HOMO energy: -8.00 eV. The net charge is 0. The value obtained for the max |F| is 0.5 eV/Å. Its frontier orbital gap is 7.806 eV.

XYZ file:
```
71
Properties=species:S:1:pos:R:3:mulliken_charge:R:1
I 1.80 -2.80 -1.85 0.294
Rh -0.37 -1.24 -1.07 -0.459
Br 4.21 -2.07 0.63 -0.077
Cl 2.93 -0.75 5.49 -0.261
Cl -1.77 0.86 3.29 -0.178
O -0.07 -0.23 -5.35 -0.719
O 0.72 0.46 -0.57 -0.780
O -0.84 -0.77 -2.96 -0.973
O -1.37 -2.96 -1.01 -0.882
O 0.42 -1.17 0.84 -0.814
N -2.28 0.64 -1.87 -0.923
N -2.07 -0.33 -0.90 0.629
N 1.05 1.26 4.39 -0.033
C 1.18 3.03 1.10 -0.786
C 3.23 -1.28 -1.97 0.051
C 0.43 4.53 2.81 -0.604
C 0.95 2.23 3.35 -0.232
C 0.75 4.29 1.49 -0.754
C -1.16 -1.69 3.87 -0.662
C 4.14 -1.03 -0.95 0.140
C -4.01 -3.51 2.13 -0.587
C -3.06 -0.77 -0.20 -0.417
C 1.33 -1.10 4.87 0.943
C 1.85 0.66 1.55 -0.253
C -2.30 -4.33 0.65 -0.599
C -0.37 -2.70 4.38 -0.389
C 0.95 -0.04 0.58 2.057
C -1.71 1.11 -4.16 0.084
C -3.19 -4.54 1.68 -0.486
C -1.02 1.63 -6.42 -0.629
C -1.88 2.71 -6.43 -0.342
C -3.93 -2.27 1.53 -0.659
C 1.30 1.99 2.02 0.551
C 0.53 3.50 3.74 -0.484
C 4.99 0.85 -2.18 -0.554
C -1.61 0.30 -2.93 1.552
C -2.57 2.21 -4.20 -0.521
C 5.02 0.04 -1.06 -0.371
C -0.70 -0.38 3.88 0.714
C 3.19 -0.46 -3.09 -0.306
C -0.93 0.81 -5.29 0.395
C -2.18 -3.08 0.02 0.882
C 0.57 -0.04 4.35 -0.839
C -3.01 -2.03 0.50 0.719
C 4.07 0.61 -3.19 -0.688
C 0.88 -2.40 4.89 -0.778
C -2.66 3.01 -5.32 -0.749
H -0.73 -3.72 4.38 0.449
H 1.44 2.84 0.07 0.451
H 2.79 0.83 1.01 0.239
H 2.06 -0.01 2.38 0.292
H 0.10 5.51 3.13 0.385
H -4.72 -3.68 2.94 0.416
H -1.67 -5.13 0.28 0.450
H 1.53 -3.17 5.30 0.428
H 4.03 1.24 -4.07 0.422
H -2.14 -1.89 3.48 0.431
H -3.33 3.85 -5.33 0.405
H -0.16 -0.72 -4.51 0.422
H 0.67 5.08 0.75 0.421
H 1.86 1.37 4.97 0.317
H -3.98 -0.20 -0.26 0.485
H 2.47 -0.64 -3.87 0.372
H 0.25 3.66 4.77 0.459
H -3.25 -5.52 2.14 0.410
H -4.57 -1.46 1.85 0.367
H -0.41 1.38 -7.28 0.445
H -1.94 3.32 -7.32 0.374
H 5.73 0.22 -0.26 0.466
H 5.68 1.68 -2.26 0.399
H -3.16 2.42 -3.32 0.474
```

No. 3
Here is 10 unconnected molecules or ions with the total composition C7H32BF4N14O9 at a distorted geometry from the Open Molecules 2025 dataset. Energies are from ωB97M-V/def2-TZVPD.

Its spin multiplicity is 1. The relative energy (zero: lowest compared OMol25 entry of this formula, charge and spin) comes out at 26.6 kcal/mol. The total energy is -2154.6218 Ha. As for the HOMO energy: -7.67 eV. The net charge is -1. The value obtained for the max |F| is 3.4 eV/Å. Its frontier orbital gap is 9.345 eV.

XYZ file:
```
67
Properties=species:S:1:pos:R:3:nbo_charge:R:1
F -16.16 17.06 -19.96 -0.567
F -15.61 19.07 -18.99 -0.561
F -16.92 19.07 -20.81 -0.564
F -17.68 18.27 -18.74 -0.564
O -19.18 21.80 -15.88 -0.670
O -20.14 14.60 -21.30 -0.679
O -15.95 17.57 -25.05 -0.684
O -16.53 16.50 -17.02 -0.940
O -13.69 13.40 -21.49 -0.685
O -14.99 23.75 -19.81 -0.674
O -15.22 19.99 -16.42 -0.935
O -20.46 16.23 -15.43 -0.663
O -10.62 18.52 -19.47 -0.677
N -14.40 15.18 -20.34 -0.882
N -20.49 22.06 -17.67 -0.850
N -12.20 18.86 -20.97 -0.855
N -20.51 17.13 -17.48 -0.841
N -22.47 16.69 -16.46 -0.848
N -14.28 21.59 -20.05 -0.851
N -19.11 20.27 -17.56 -0.836
N -18.49 14.97 -19.82 -0.851
N -15.12 17.98 -23.02 -0.862
N -15.39 14.69 -22.33 -0.838
N -12.78 17.67 -19.13 -0.828
N -16.42 21.98 -19.62 -0.860
N -19.12 16.69 -21.14 -0.859
N -17.29 18.53 -23.50 -0.849
C -11.80 18.31 -19.78 0.767
C -19.56 21.38 -16.98 0.762
C -16.14 18.00 -23.91 0.763
C -19.34 15.39 -20.80 0.773
C -15.19 22.54 -19.77 0.766
C -14.48 14.33 -21.39 0.767
C -21.13 16.67 -16.37 0.762
B -16.61 18.35 -19.65 1.336
H -19.38 19.92 -18.46 0.394
H -22.97 16.26 -15.70 0.404
H -21.01 21.73 -18.47 0.381
H -20.88 22.85 -17.18 0.403
H -15.99 15.86 -17.50 0.462
H -19.50 17.10 -17.42 0.426
H -15.85 15.58 -22.19 0.388
H -21.03 17.70 -18.12 0.374
H -16.16 19.91 -16.25 0.465
H -15.10 15.92 -20.21 0.402
H -18.07 18.52 -24.13 0.407
H -15.16 20.70 -17.07 0.471
H -13.70 17.63 -19.52 0.396
H -15.16 18.26 -22.06 0.383
H -13.34 21.87 -20.29 0.406
H -16.64 21.01 -19.76 0.403
H -19.67 16.96 -21.94 0.404
H -18.56 19.68 -16.96 0.412
H -12.62 17.25 -18.24 0.414
H -11.49 19.23 -21.56 0.416
H -15.44 14.30 -23.25 0.411
H -22.94 17.31 -17.08 0.383
H -18.46 17.24 -20.64 0.399
H -17.13 22.67 -19.80 0.396
H -14.51 20.65 -19.80 0.402
H -17.30 18.92 -22.56 0.416
H -18.65 14.02 -19.55 0.406
H -17.76 15.52 -19.42 0.398
H -16.56 17.28 -17.59 0.474
H -14.25 17.56 -23.30 0.410
H -13.15 18.67 -21.22 0.365
H -13.65 15.06 -19.69 0.405
```

No. 4
Here is a single C6H10O molecule at a distorted geometry from the Open Molecules 2025 dataset. Energies are from ωB97M-V/def2-TZVPD.

Its spin multiplicity is 1. The relative energy (zero: lowest compared OMol25 entry of this formula, charge and spin) comes out at 77.4 kcal/mol. The total energy is -309.7191 Ha. As for the HOMO energy (alpha / beta): -7.33 / -6.99 eV. The net charge is 0. The value obtained for the max |F| is 1.2 eV/Å. Its frontier orbital gap (alpha / beta) is 7.616 / 7.610 eV.

XYZ file:
```
17
Properties=species:S:1:pos:R:3:nbo_charge:R:1
O -0.87 0.52 -1.04 -0.393
C 1.51 -0.07 0.44 -0.449
C 0.89 -1.43 0.23 -0.175
C 0.78 0.74 1.53 -0.596
C -1.24 -0.72 -0.89 0.084
C -1.55 1.55 -1.45 -0.121
C -0.32 -1.66 -0.32 -0.292
H 1.51 0.50 -0.50 0.214
H -0.67 -2.69 -0.35 0.215
H 1.20 1.75 1.62 0.205
H -2.26 -0.98 -1.17 0.167
H -0.99 2.47 -1.51 0.174
H 2.56 -0.19 0.73 0.205
H 1.45 -2.29 0.60 0.200
H -2.60 1.44 -1.71 0.153
H 0.86 0.24 2.50 0.203
H -0.28 0.83 1.29 0.206
```